The following is a DFT calculation (ωB97M-V/def2-TZVPD) of 2 unconnected molecules or ions with the total composition C3H8O2S.

Its molecular weight is 108.2 Da. The value obtained for the electronic energy is -667.71357 Eh. The calculation puts the energy relative to the best compared isomer or geometry (same formula, charge and spin) at 4.4 kJ/mol. The orbital gap comes out at 0.21388 Ha. Its total charge is -2.

Geometry (Å):
C  0.35924  -0.21273  0.08913
O  1.58428  0.41875  0.26564
C  -0.82661  0.74751  0.14907
C  -2.15784  -0.02534  0.04906
S  -3.68957  0.95887  0.00257
H  0.36182  -0.72313  -0.88438
H  0.16344  -0.96349  0.87995
H  -0.82221  1.50477  -0.62747
H  -0.80893  1.27090  1.12127
H  -2.20894  -0.71178  0.89610
H  -2.03970  -0.69263  -0.82020
H  2.45326  0.00292  -0.16841
H  3.88296  -1.15843  -0.17208
O  3.74879  -0.41620  -0.78026


The following is a DFT calculation (ωB97M-V/def2-TZVPD) of a molecular structure, C30H43Cl3N5O3SiV at a distorted geometry.

Its molecular weight is 707.1 Da. The value obtained for the electronic energy is -4282.72242 Eh. The calculation puts the energy relative to the best compared isomer or geometry (same formula, charge and spin) at 0.0 kJ/mol. The orbital gap (spin up / spin down) comes out at 0.16939 / 0.24592 Ha. The spin multiplicity is 4. Its total charge is -1.

Geometry (Å):
C  2.85247  -0.61587  -6.68786
C  3.60211  -1.90427  -6.79676
H  3.48793  0.26570  -6.87918
H  2.36999  -0.55540  -5.70795
H  2.07142  -0.57535  -7.46051
C  4.48101  -2.15745  -7.78541
C  4.95072  -1.16049  -8.78268
H  4.87033  -3.16888  -7.92777
H  5.15113  -0.17634  -8.35733
H  4.24989  -1.01260  -9.60782
H  5.87334  -1.50803  -9.25225
V  0.11619  -1.38913  -1.65768
Cl  -1.41710  0.06124  -2.40157
Cl  -0.18670  -3.21106  -2.97740
C  0.00021  -3.80503  -0.01141
O  0.39359  -2.61530  -0.06441
N  0.76943  -4.79455  0.45203
C  2.10545  -4.52290  1.00298
C  0.50285  -6.13550  -0.04800
H  -0.96153  -4.06945  -0.47295
H  2.02231  -3.78561  1.81668
H  2.79882  -4.14249  0.23182
H  2.48804  -5.46844  1.39907
H  -0.57946  -6.26018  -0.16294
H  0.86814  -6.86762  0.67591
H  0.98208  -6.32830  -1.02985
H  2.42902  4.09299  -2.05795
H  3.28130  1.45785  -2.71914
C  3.29744  4.03695  -1.38059
C  4.12223  1.81051  -2.09202
N  3.58527  2.65384  -1.04009
H  3.08031  4.60081  -0.46321
C  2.94506  2.04148  0.01281
O  3.12518  0.85460  0.32915
H  4.61869  0.94004  -1.63947
H  2.27246  2.74883  0.55281
H  4.15732  4.49410  -1.88826
H  4.81801  2.40920  -2.70141
O  3.03243  -2.44774  -4.48182
C  3.18375  -2.99903  -5.80560
C  5.42082  -4.30973  -5.82805
C  4.01775  -4.28738  -5.89954
H  5.99181  -3.36980  -5.72979
C  6.10846  -5.53115  -5.92219
H  2.12885  -3.23274  -6.04688
C  3.33941  -5.46075  -6.22812
H  7.19960  -5.55442  -5.89132
C  5.38677  -6.72181  -6.05500
C  4.00775  -6.68585  -6.27936
H  2.28119  -5.38521  -6.45986
H  5.88948  -7.68571  -6.01225
H  3.45104  -7.60817  -6.48056
Si  3.46522  -2.91020  -2.89782
Cl  1.86183  -0.49703  -3.13448
C  5.36433  -2.89209  -3.02593
C  2.97866  -4.73111  -2.68031
C  3.32819  -2.03257  -1.25036
H  5.77859  -3.85698  -3.34144
H  5.74916  -2.64394  -2.03390
H  5.65474  -2.10477  -3.73306
H  3.48136  -0.94098  -1.26197
H  4.14464  -2.46117  -0.64388
H  2.38321  -2.20041  -0.72386
H  3.45082  -5.36640  -3.44004
H  1.89398  -4.89746  -2.73753
H  3.33341  -5.08286  -1.70156
N  -5.67301  3.22314  6.44276
C  -4.90528  2.85894  5.63407
C  -3.93900  2.39029  4.67551
C  -2.64117  2.10973  5.11850
C  -1.69262  1.56348  4.24780
C  -2.06378  1.29169  2.92141
C  -3.34246  1.62840  2.45922
C  -4.27571  2.19609  3.33116
N  -1.13302  0.65354  2.07236
C  0.16161  0.26210  2.43322
C  0.73482  -0.27628  1.31976
N  -0.17504  -0.26414  0.27601
C  -1.30377  0.24683  0.75957
H  -2.37956  2.31178  6.15905
H  -0.69183  1.33461  4.61983
H  -3.59867  1.45440  1.41341
H  -5.27160  2.49329  3.00396
H  0.55003  0.36713  3.41752
H  1.72555  -0.66717  1.23294
H  -2.25102  0.31146  0.22913


The following is a DFT calculation (ωB97M-V/def2-TZVPD) of 2 unconnected molecules or ions with the total composition C3H4NO2 at a distorted geometry.

Its molecular weight is 86.1 Da. The value obtained for the electronic energy is -321.62870 Eh. The calculation puts the energy relative to the best compared isomer or geometry (same formula, charge and spin) at 99.0 kJ/mol. The orbital gap comes out at 0.39650 Ha. Its total charge is +1.

Geometry (Å):
C  -2.85474  0.34275  1.59756
C  -1.72252  0.36811  0.90384
C  -3.86951  1.17939  1.39078
N  -0.75465  0.16668  0.29368
O  -4.75274  1.89837  1.35568
O  1.37261  0.05009  -0.96183
H  -3.09309  -0.33957  2.30841
H  1.57162  0.75029  -1.49063
H  2.16803  -0.33753  -0.72158
H  0.22968  0.12910  -0.27493


The following is a DFT calculation (ωB97M-V/def2-TZVPD) of a molecular structure, C25H33N5RbSSi2 at a distorted geometry.

Its molecular weight is 577.3 Da. The value obtained for the electronic energy is -2247.62059 Eh. The orbital gap comes out at 0.21738 Ha. Its total charge is -1.

Geometry (Å):
Rb  -1.69057  1.27136  -1.10437
N  -0.70060  -0.55725  -4.75470
C  -0.34636  0.61962  -4.12532
S  -1.12951  2.05414  -4.59827
N  0.64927  0.49778  -3.27267
N  0.79620  1.32705  -2.25794
C  1.96450  1.60719  -1.79113
C  3.22914  1.16623  -2.43956
C  4.16685  2.09502  -2.88531
C  5.32891  1.68256  -3.51952
C  5.57143  0.33056  -3.71582
C  4.64709  -0.60324  -3.26949
C  3.48388  -0.18914  -2.63918
C  1.99601  2.36236  -0.53016
C  3.18589  2.50251  0.19865
C  3.17255  3.17462  1.40490
C  1.97952  3.70659  1.86943
C  0.85005  3.52213  1.08866
N  0.84073  2.87126  -0.06672
H  -1.04508  -0.45539  -5.69270
H  -0.06851  -1.32850  -4.59814
H  3.98181  3.15327  -2.73974
H  6.04597  2.41741  -3.86485
H  6.47534  0.00788  -4.21823
H  4.82970  -1.66102  -3.41512
H  2.76041  -0.91597  -2.29405
H  4.10141  2.06542  -0.17281
H  4.08365  3.27551  1.98197
H  1.92781  4.23196  2.81332
H  -0.10531  3.92630  1.41136
C  -0.66100  -2.48438  -1.17963
Si  -2.12094  -2.15963  -0.00387
C  -2.39360  -3.86697  0.81972
C  -3.65469  -1.91343  -1.10066
C  -1.85578  -0.87710  1.29398
C  -3.04126  -0.27033  1.83948
C  -3.32666  -0.27484  3.23777
C  -4.46910  0.29874  3.73238
C  -5.37637  0.89138  2.84871
C  -5.05092  0.85611  1.50660
N  -3.94180  0.32268  1.00142
Si  -0.33812  -0.89747  2.33466
C  -0.12497  -2.26190  3.65958
C  -0.17548  0.76847  3.24532
C  1.23585  -1.03283  1.27755
H  -0.89727  -3.31779  -1.84617
H  0.22909  -2.75721  -0.60750
H  -0.40684  -1.61898  -1.79999
H  -2.59127  -4.66326  0.09522
H  -3.23495  -3.82697  1.51733
H  -1.50436  -4.14617  1.39286
H  -3.84723  -2.79725  -1.71465
H  -3.55588  -1.05640  -1.77047
H  -4.52744  -1.73735  -0.47098
H  -2.64450  -0.78793  3.90211
H  -4.67960  0.26736  4.79618
H  -6.29541  1.35112  3.18626
H  -5.73553  1.29673  0.78363
H  -0.91291  -2.22002  4.41606
H  0.83670  -2.18292  4.17431
H  -0.17631  -3.24790  3.18935
H  -0.96054  0.90616  3.99062
H  -0.26785  1.57463  2.51477
H  0.78876  0.88126  3.74882
H  1.42896  -2.06464  0.97200
H  2.10678  -0.68730  1.84149
H  1.16024  -0.42189  0.37326


The following is a DFT calculation (ωB97M-V/def2-TZVPD) of 2 unconnected molecules or ions with the total composition C23H23BF2O4 at a distorted geometry.

Its molecular weight is 412.2 Da. The value obtained for the electronic energy is -1415.74444 Eh. The calculation puts the energy relative to the best compared isomer or geometry (same formula, charge and spin) at 105.6 kJ/mol. The orbital gap comes out at 0.17678 Ha.

Geometry (Å):
C  5.26180  -1.21896  0.42907
C  4.11055  -0.34411  0.33385
C  3.98374  1.03418  0.45966
C  2.59616  1.27765  0.59444
C  1.92150  0.06391  0.44787
B  0.54626  -0.54705  1.14624
O  1.09038  -1.37755  2.24496
C  -0.00288  -1.85399  2.99879
C  -1.35997  -1.37530  2.39485
C  -2.54539  -1.90862  3.17870
C  -1.37584  -1.85580  0.92025
O  -0.25763  -1.35167  0.21655
C  -1.31527  0.18508  2.36541
O  -0.17575  0.63428  1.66270
O  2.88256  -0.93096  0.31046
H  6.17383  -0.61892  0.38794
H  5.25333  -1.75491  1.38726
H  5.29470  -1.96204  -0.37682
H  4.79726  1.75387  0.48678
H  2.11541  2.24266  0.70826
H  0.00504  -2.95940  3.01077
H  0.07700  -1.48929  4.03966
H  -3.49339  -1.59291  2.72875
H  -2.51409  -3.00708  3.19395
H  -2.50994  -1.54966  4.21798
H  -1.34881  -2.95882  0.89944
H  -2.30535  -1.51933  0.42561
H  -2.22509  0.57560  1.86723
H  -1.26590  0.58114  3.39689
F  -2.51650  -0.32382  -5.38574
C  -1.57077  -0.64770  -4.43763
C  -0.93094  -1.87764  -4.56193
C  0.07479  -2.17295  -3.62266
C  0.39306  -1.27567  -2.61532
C  -0.24794  -0.01300  -2.49454
C  0.22406  0.92853  -1.51955
C  -0.60070  1.94428  -0.94937
C  -0.07782  3.17539  -0.44285
C  -0.89286  4.11704  0.17125
C  -2.25962  3.87903  0.37752
C  -2.77730  2.69752  -0.15576
F  -4.11968  2.44118  0.01949
C  -2.01203  1.76715  -0.84848
C  -1.28930  0.26621  -3.42857
H  -1.20078  -2.57655  -5.35992
H  0.61411  -3.12028  -3.68605
H  1.15440  -1.52660  -1.87963
H  1.30662  1.05135  -1.45081
H  0.99557  3.35779  -0.54845
H  -0.46067  5.05537  0.51673
H  -2.90262  4.58149  0.90333
H  -2.48855  0.88928  -1.28540
H  -1.82877  1.21057  -3.39320


The following is a DFT calculation (ωB97M-V/def2-TZVPD) of C7H10 in the gas phase at a distorted geometry.

Its molecular weight is 94.2 Da. The value obtained for the electronic energy is -272.58482 Eh. The calculation puts the energy relative to the best compared isomer or geometry (same formula, charge and spin) at 349.7 kJ/mol. The orbital gap comes out at 0.37652 Ha. The SMILES is C1C[C@H]2[C@@H]1[C@H]1C[C@@H]21.

Geometry (Å):
C  0.94975  -0.76562  1.21405
C  1.25895  0.46889  0.42865
C  1.17762  -0.87419  -0.26598
C  -0.02564  -0.37145  -1.10327
C  -1.42549  -0.54611  -0.42357
C  -1.30305  0.95824  0.13507
C  0.09537  1.03831  -0.41384
H  1.77495  -1.12622  1.82530
H  -0.02645  -0.91839  1.66534
H  2.14644  1.06220  0.61987
H  1.99056  -1.48496  -0.65504
H  0.05651  -0.57006  -2.17741
H  -1.49934  -1.40139  0.25615
H  -2.23191  -0.67716  -1.16489
H  -2.03363  1.57062  -0.40164
H  -1.16410  1.53685  1.07918
H  0.25945  2.10043  -0.61796